No. 1
Entry from the Open Molecules 2025 dataset: C49H48AsBiBr2Cl3GeN4O3P as an isolated structure (ωB97M-V with the def2-TZVPD basis set).

XYZ file:
```
113
Properties=species:S:1:pos:R:3:forces:R:3
Bi 1.26810 -0.64782 -2.07143 -0.1 0.0 0.5
O -0.19774 -1.82572 -3.51154 0.0 0.0 -0.2
C -1.32204 -1.51958 -4.14368 0.1 -0.1 0.1
C -2.11804 -2.52661 -4.70927 0.0 0.0 0.0
C -3.29529 -2.21260 -5.35173 0.0 0.0 0.0
C -3.73066 -0.88830 -5.45918 0.0 0.0 0.0
C -2.95076 0.10810 -4.92600 0.0 0.0 0.0
C -1.74437 -0.17779 -4.25911 0.0 0.1 0.0
C -0.96853 0.96377 -3.84438 0.0 0.0 -0.1
N 0.13252 0.99757 -3.17510 0.0 0.0 0.0
N 0.70799 2.26296 -3.07102 -0.1 -0.1 0.0
C 1.94169 2.20838 -2.65633 0.1 0.1 0.0
O 2.55521 1.11550 -2.32003 0.0 0.0 0.0
C 2.71284 3.47117 -2.58100 0.0 0.0 0.0
C 4.09210 3.41212 -2.41105 0.0 0.0 0.0
C 4.83337 4.58228 -2.35683 0.0 0.0 0.0
C 4.19789 5.81093 -2.45676 0.0 0.0 0.0
C 2.81946 5.87113 -2.62205 0.0 0.0 0.0
C 2.07793 4.70532 -2.69229 0.0 0.0 0.0
H -1.78161 -3.55131 -4.63461 0.0 0.0 0.0
H -3.88867 -3.00783 -5.78395 0.0 0.0 0.0
H -4.64974 -0.65190 -5.97488 0.0 0.0 0.0
H -3.24843 1.14453 -5.02964 0.0 0.0 0.0
H -1.32554 1.93631 -4.18098 0.0 0.0 0.0
H 4.57230 2.44721 -2.32865 0.0 0.0 0.0
H 5.90739 4.53516 -2.23783 0.0 0.0 0.0
H 4.77591 6.72447 -2.41269 0.0 0.0 0.0
H 2.32550 6.82943 -2.70516 0.0 0.0 0.0
H 1.00702 4.74094 -2.83753 0.0 0.0 0.0
Br 4.98436 -1.05414 -2.21906 0.1 0.0 0.0
C 4.96102 -1.37734 -4.11696 0.0 0.0 0.0
Br 3.33222 -0.78849 -4.95549 -0.1 0.0 -0.1
H 5.03234 -2.44677 -4.27136 0.0 0.0 0.0
H 5.77625 -0.82384 -4.56503 0.0 0.0 0.0
C -4.33278 -2.04814 -1.60075 0.0 0.0 0.0
N -2.97291 -2.26955 -1.14499 0.0 0.0 0.0
C -2.58434 -3.61825 -0.76966 0.0 0.0 0.0
C -2.09087 -1.28775 -1.13124 -0.2 0.1 0.1
O -0.90644 -1.41072 -0.78175 0.2 -0.2 -0.1
H -4.53336 -2.65624 -2.48290 0.0 0.0 0.0
H -4.46157 -1.00017 -1.86405 0.0 0.0 0.0
H -5.03935 -2.31197 -0.81331 0.0 0.0 0.0
H -3.45169 -4.12567 -0.35034 0.0 0.0 0.0
H -1.80009 -3.56629 -0.01836 0.0 0.0 0.0
H -2.22316 -4.17215 -1.63740 0.0 0.0 0.0
H -2.50035 -0.31021 -1.41357 0.0 0.0 -0.1
Cl 1.02948 -3.68728 -5.96753 0.0 0.0 -0.1
Ge 1.26073 -3.63458 -3.83070 -0.1 0.2 0.0
Cl -0.05201 -5.21259 -3.10718 -0.1 -0.1 0.1
Cl 3.29338 -4.38092 -3.37524 0.1 -0.1 0.0
C 2.83488 -4.55827 1.61760 0.0 0.0 0.0
C 1.70362 -4.55897 0.81928 0.0 0.0 0.0
C 1.46157 -3.45852 0.01257 0.0 -0.1 0.0
N 2.27349 -2.40344 -0.04206 0.0 0.0 0.0
C 3.36868 -2.41933 0.71876 0.0 0.0 0.0
C 3.68550 -3.46368 1.56892 0.0 0.0 0.0
H 3.05649 -5.39815 2.26261 0.0 0.0 0.0
H 1.02018 -5.39643 0.80773 0.0 0.0 0.0
H 0.57582 -3.42071 -0.61341 0.0 0.0 0.0
H 4.02054 -1.55598 0.64469 0.0 0.0 0.0
H 4.58205 -3.41980 2.17006 0.0 0.0 0.0
C 0.63762 -0.17264 1.71496 0.1 -0.1 0.0
C 0.40283 0.56996 3.02125 0.1 0.0 0.1
As 0.39225 -0.74825 4.50135 0.0 0.0 0.0
C -0.43676 0.35787 5.87148 0.0 0.0 0.0
C -0.38828 1.74697 5.83386 0.0 0.0 0.0
C -0.93146 2.49676 6.86982 0.0 0.0 0.0
C -1.52817 1.86473 7.94853 0.0 0.0 0.0
C -1.57731 0.47780 7.99401 0.0 0.0 0.0
C -1.02916 -0.27048 6.96474 0.0 0.0 0.0
C -1.20182 -1.70285 3.88092 0.0 0.0 0.0
C -1.02950 -2.99573 3.39412 0.0 0.0 0.0
C -2.10390 -3.70453 2.87128 0.0 0.0 0.0
C -3.36138 -3.12203 2.82540 0.0 0.0 0.0
C -3.54390 -1.83432 3.31366 0.0 0.0 0.0
C -2.47104 -1.13005 3.84128 0.0 0.0 0.0
P 0.49998 0.84313 0.21016 0.1 0.1 -0.2
C 1.58343 2.25227 0.54541 0.0 0.0 0.0
C 2.95169 1.98081 0.58092 0.0 0.0 0.0
C 3.85824 2.98029 0.88248 0.0 0.0 0.0
C 3.40653 4.27124 1.12439 0.0 0.0 0.0
C 2.04977 4.55001 1.08198 0.0 0.0 0.0
C 1.13607 3.54209 0.80604 0.0 0.0 0.0
C -1.21418 1.42786 0.16036 0.0 0.1 0.1
C -2.17219 0.86586 1.00508 0.0 0.0 0.0
C -3.49901 1.25614 0.91791 0.0 0.0 0.0
C -3.88636 2.20543 -0.01762 0.0 0.0 0.0
C -2.94023 2.76520 -0.86441 0.0 0.0 0.0
C -1.60911 2.38096 -0.77816 0.0 0.0 0.0
H -0.04007 -1.02006 1.58122 0.0 0.0 0.0
H 1.64760 -0.58854 1.69350 0.0 0.0 0.0
H -0.53659 1.12506 3.03154 0.0 0.0 0.0
H 1.21384 1.27900 3.20391 0.0 0.0 0.0
H 0.07155 2.26254 5.00022 0.0 0.0 0.0
H -0.88614 3.57708 6.83131 0.0 0.0 0.0
H -1.95140 2.44906 8.75380 0.0 0.0 0.0
H -2.03861 -0.02184 8.83527 0.0 0.0 0.0
H -1.07127 -1.35320 7.01353 0.0 0.0 0.0
H -0.04996 -3.46048 3.43609 0.0 0.0 0.0
H -1.96111 -4.71832 2.51851 0.0 0.0 0.0
H -4.20398 -3.67777 2.43463 0.0 0.0 0.0
H -4.52873 -1.38504 3.29998 0.0 0.0 0.0
H -2.62559 -0.13030 4.23102 0.0 0.0 0.0
H 3.31548 0.98533 0.34780 0.0 0.0 0.0
H 4.91696 2.76107 0.90307 0.0 0.0 0.0
H 4.11464 5.05992 1.33876 0.0 0.0 0.0
H 1.69661 5.55494 1.26688 0.0 0.0 0.0
H 0.07878 3.77143 0.79367 0.0 0.0 0.0
H -1.89914 0.10448 1.72367 0.0 0.0 -0.1
H -4.22841 0.81471 1.58455 0.0 0.0 0.0
H -4.92182 2.51103 -0.08409 0.0 0.0 0.0
H -3.23510 3.50644 -1.59497 0.0 0.0 0.0
H -0.88168 2.81752 -1.45026 0.1 0.0 0.0
```
Forces are in eV/Å.

Values from the calculation:
**2S+1**: 2
**Frontier orbital gap (alpha / beta)**: 7.07 / 6.69 eV
**Energy**: -13737.97842 hartree
**⟨S²⟩**: 0.75
**Charge**: +1
**F_max**: 0.5 eV Å⁻¹

Löwdin atomic charge list, values in e, 5 entries: Bi 1.744; O -0.495; C -0.358; C -0.035; C -0.058

***

No. 2
Entry from the Open Molecules 2025 dataset: C49H48AsN2P2PdS4 as an isolated structure in a non-equilibrium geometry (ωB97M-V with the def2-TZVPD basis set).

XYZ file:
```
107
Properties=species:S:1:pos:R:3:forces:R:3
Pd 0.64966 0.41762 -0.73486 -1.3 0.2 -0.3
C -4.98194 -2.93390 5.76777 0.1 -0.3 0.0
S -4.17949 -3.40646 4.24662 -0.2 0.4 0.0
C -4.29115 -1.91097 3.23899 0.0 -0.1 0.2
C -2.88112 -1.47541 2.81568 0.1 -0.1 0.0
C -2.95973 -0.24676 1.88853 0.0 -0.1 0.0
N -1.75346 -0.02125 1.09528 0.0 0.1 -0.1
P -0.27338 0.69256 1.61056 0.1 -0.6 0.0
C 0.41203 -0.43357 2.87363 -0.1 0.3 0.0
C 1.32430 -1.40922 2.48480 0.0 0.0 0.1
C 1.82839 -2.31003 3.41255 0.0 0.0 0.0
C 1.42863 -2.23061 4.73816 0.1 0.0 0.0
C 0.52738 -1.25166 5.13732 -0.1 0.1 0.0
C 0.01958 -0.35342 4.21215 0.1 -0.1 0.0
C -0.66875 2.19789 2.51334 0.2 0.1 -0.1
C 0.30408 2.68051 3.39710 -0.1 0.0 -0.1
C 0.11194 3.88564 4.04984 0.0 0.0 0.0
C -1.04927 4.61684 3.83116 0.0 0.0 0.0
C -2.00271 4.15629 2.93350 0.0 0.1 0.0
C -1.80676 2.96179 2.25856 0.0 -0.1 0.0
P -1.48203 -0.70538 -0.44728 0.0 0.1 0.4
C -1.53130 -2.51409 -0.31973 0.0 0.2 -0.1
C -0.32723 -3.21225 -0.34751 -0.1 0.0 0.1
C -0.32114 -4.59523 -0.23496 0.0 -0.1 0.0
C -1.51819 -5.28429 -0.10714 0.1 0.0 0.0
C -2.72400 -4.59269 -0.09821 -0.1 0.0 0.0
C -2.73571 -3.21162 -0.20796 0.0 -0.1 0.0
C -2.86202 -0.25826 -1.51168 0.1 -0.2 -0.1
C -3.59791 0.91354 -1.34505 0.0 0.0 0.0
C -4.52231 1.28327 -2.30910 -0.1 0.1 0.0
C -4.69265 0.51230 -3.45194 0.0 0.0 0.0
C -3.95285 -0.64984 -3.62811 0.0 0.0 0.0
C -3.04309 -1.03872 -2.65904 -0.1 0.0 0.1
H -4.95761 -3.79334 6.43529 0.0 0.0 0.0
H -6.01650 -2.65396 5.55369 0.0 0.1 -0.1
H -4.44609 -2.09110 6.21078 0.0 0.1 -0.1
H -4.82209 -1.14807 3.80746 0.0 0.0 0.0
H -4.88867 -2.18328 2.36278 0.0 -0.1 0.0
H -2.38740 -2.29809 2.29566 0.0 0.0 0.0
H -2.28343 -1.23897 3.69541 0.0 0.0 0.0
H -3.15944 0.64181 2.49041 -0.1 0.0 0.0
H -3.79122 -0.37258 1.18729 0.0 0.1 0.0
H 1.64525 -1.46164 1.45383 0.0 0.0 -0.1
H 2.54018 -3.06587 3.10767 0.0 0.0 0.0
H 1.83636 -2.91649 5.46913 0.0 0.0 0.0
H 0.23336 -1.17664 6.17670 0.0 0.0 0.0
H -0.65796 0.43073 4.52955 0.0 0.0 0.0
H 1.20487 2.10569 3.57703 0.0 0.0 0.0
H 0.86733 4.25590 4.73009 0.0 0.0 0.0
H -1.20799 5.54977 4.35514 0.0 0.0 0.0
H -2.89802 4.73602 2.75101 0.0 0.0 0.0
H -2.53095 2.62551 1.52629 0.0 0.0 0.0
H 0.60264 -2.67071 -0.46806 0.0 0.0 0.0
H 0.61542 -5.13688 -0.25751 0.0 0.0 0.0
H -1.51443 -6.36400 -0.03791 0.0 0.0 0.0
H -3.65622 -5.13914 -0.02642 0.0 0.0 0.0
H -3.68082 -2.67892 -0.24309 0.0 0.0 0.0
H -3.45065 1.53309 -0.46869 0.0 0.0 0.0
H -5.12511 2.17156 -2.16472 0.0 0.0 0.0
H -5.41162 0.81096 -4.20384 0.0 0.0 0.0
H -4.09107 -1.25369 -4.51481 0.0 0.0 0.0
H -2.47665 -1.95441 -2.78207 0.0 0.0 -0.1
S 0.44083 -0.45394 -3.19425 0.5 -0.1 0.0
C 1.95965 -1.02823 -3.75060 -0.4 0.1 0.2
C 2.05307 -1.41503 -5.10478 0.0 0.0 0.0
C 3.24798 -1.87497 -5.61551 0.1 0.0 -0.1
C 4.35917 -1.97914 -4.78575 -0.1 0.0 -0.1
C 4.27332 -1.61289 -3.44003 0.0 0.1 0.3
C 3.09553 -1.12228 -2.91234 0.1 0.0 0.0
As 2.93086 -0.67203 -1.01810 0.8 0.2 -0.2
C 2.78639 1.28566 -1.04322 0.3 0.1 0.1
C 2.73271 2.08216 -2.19536 0.2 0.0 0.0
C 2.72604 3.46168 -2.08345 0.0 0.0 -0.1
C 2.74930 4.06634 -0.83246 0.0 0.0 0.1
C 2.78457 3.29360 0.32036 0.0 0.0 0.0
C 2.80984 1.91150 0.22087 0.2 0.0 -0.1
C 4.78097 -0.89380 -0.41695 -0.5 -0.2 0.0
C 5.19807 -2.18780 -0.11200 -0.1 0.1 0.0
C 6.53367 -2.42402 0.17443 0.0 -0.1 0.0
C 7.43991 -1.37144 0.16932 0.0 0.0 0.0
C 7.01303 -0.08324 -0.12055 0.0 0.1 0.0
C 5.67961 0.16474 -0.41589 0.0 0.0 0.0
H 1.17339 -1.33905 -5.73025 0.0 0.0 0.0
H 3.31553 -2.16286 -6.65587 0.0 0.0 0.0
H 5.29706 -2.35230 -5.17436 0.0 0.0 0.0
H 5.13951 -1.71797 -2.80011 0.1 0.0 -0.1
H 2.73747 1.62696 -3.17819 0.0 0.0 0.0
H 2.71400 4.06754 -2.98016 0.0 0.0 0.0
H 2.75884 5.14548 -0.75257 0.0 0.0 0.0
H 2.80824 3.76524 1.29397 0.0 0.0 0.0
H 2.91842 1.30302 1.11305 -0.1 0.0 0.0
H 4.48150 -3.00163 -0.10812 0.1 -0.1 0.0
H 6.86698 -3.42887 0.39750 0.0 0.0 0.0
H 8.48188 -1.55552 0.39321 0.0 0.0 0.0
H 7.71842 0.73709 -0.12580 0.0 0.0 0.0
H 5.35442 1.17034 -0.64920 0.0 0.0 0.0
S -0.64620 2.69230 -0.99728 0.2 -0.2 0.3
C -1.18985 3.17237 -2.51177 -0.1 0.1 -0.2
N -2.00687 4.20013 -2.66786 0.1 0.1 0.0
C -2.48909 4.51677 -4.00885 -0.1 0.0 -0.1
C -1.57303 3.78086 -4.98598 0.2 -0.1 0.1
S -0.76060 2.45224 -4.02443 -0.1 0.0 0.0
H -2.35486 4.70180 -1.86420 0.1 0.0 0.1
H -2.44498 5.59144 -4.17580 0.0 0.0 0.0
H -3.52655 4.19262 -4.10982 0.0 0.0 0.0
H -0.78926 4.42370 -5.37918 0.0 0.0 0.0
H -2.11813 3.33548 -5.81275 0.0 0.0 0.0
```
Forces are in eV/Å.

Values from the calculation:
**2S+1**: 5
**Frontier orbital gap (alpha / beta)**: 7.48 / 3.80 eV
**Energy above the lowest of the compared OMol25 structures with the same formula, charge and spin**: 0.0 kJ/mol
**Energy**: -6643.76474 hartree
**⟨S²⟩**: 6.05
**Charge**: +3
**F_max**: 1.4 eV Å⁻¹

Löwdin atomic charge list, values in e, 5 entries: Pd 0.242; C -0.286; S 1.195; C -0.399; C -0.227